1.
A structure of composition C5H10O2, computed with the ωB97M-V functional and the def2-TZVPD basis.

**ΔE to the lowest compared entry with this formula, charge and spin**: 7.492 eV
**Lowest unoccupied orbital energy**: 0.020 Ha
**Molar mass**: 102.1 g/mol
**HOMO energy**: -6.76 eV

```
17
Properties=species:S:1:pos:R:3:lowdin_charge:R:1
C -1.46 -0.72 -0.77 0.065
C -0.45 0.19 0.57 -0.096
C 0.77 -0.64 1.04 -0.415
O 0.71 -2.04 0.78 -0.063
C 1.55 0.21 0.10 -0.095
C 0.51 1.28 0.04 -0.414
O 0.18 1.77 -1.27 -0.047
H -2.23 0.03 -0.94 0.093
H -1.76 -1.55 -0.13 0.095
H -1.06 -1.08 -1.72 0.117
H -1.38 0.35 1.11 0.143
H 0.87 -0.56 2.14 0.144
H 1.22 -2.11 -0.05 0.087
H 2.62 0.41 0.17 0.069
H -0.34 -0.30 -0.63 0.087
H 0.53 2.15 0.73 0.145
H -0.28 2.62 -1.16 0.084
```

2.
A structure of composition C33H22ClN4O4STi, computed with the ωB97M-V functional and the def2-TZVPD basis.

**ΔE to the lowest compared entry with this formula, charge and spin**: 0.999 eV
**Lowest unoccupied orbital energy (alpha / beta)**: 0.064 / 0.064 Ha
**Net charge**: -1
**Molar mass**: 654.0 g/mol
**HOMO energy (alpha / beta)**: -3.18 / -5.59 eV
**Spin multiplicity**: 3

```
66
Properties=species:S:1:pos:R:3:mulliken_spin:R:1
Ti 0.29 0.13 0.73 1.002
O 1.74 -6.21 -1.98 0.000
C 0.72 -6.09 -1.25 0.000
O 0.08 -6.89 -0.52 0.000
C 0.30 -4.60 -1.03 0.003
C 0.85 -3.66 -1.82 -0.004
C 0.70 -2.31 -1.55 0.001
N -0.09 -1.84 -0.58 -0.008
C -0.71 -2.79 0.19 -0.052
C -0.48 -4.15 0.02 0.004
C -1.63 -2.20 1.17 0.093
C -2.38 -2.96 2.04 0.010
C -3.29 -2.34 2.86 -0.004
C -3.51 -0.93 2.78 0.006
C -2.64 -0.22 1.96 0.023
N -1.74 -0.87 1.19 -0.012
C 1.25 -1.37 -2.56 -0.002
C 2.58 -1.15 -2.82 0.000
C 2.93 -0.24 -3.81 0.000
C 1.93 0.29 -4.60 0.000
C 0.60 0.01 -4.25 0.000
N 0.24 -0.86 -3.28 -0.001
H 1.41 -4.03 -2.69 0.000
H -0.96 -4.91 0.64 0.000
H -2.26 -4.04 2.09 0.000
H -3.87 -2.90 3.56 -0.001
H -4.33 -0.43 3.23 0.001
H -2.62 0.85 1.93 -0.010
H 3.31 -1.60 -2.10 0.000
H 3.96 0.06 -3.90 0.000
H 2.06 0.91 -5.51 0.000
H -0.23 0.42 -4.80 0.000
Cl -1.11 1.99 7.75 -0.001
C -1.05 1.69 5.99 -0.131
C -1.41 2.72 5.19 0.253
C -1.22 2.59 3.79 -0.105
C -0.57 1.50 3.25 0.131
O -0.35 1.45 1.92 0.013
C -0.36 0.35 4.04 -0.006
C 0.20 -0.82 3.54 0.372
O 0.63 -0.94 2.33 0.147
C -0.66 0.45 5.47 0.265
H -1.79 3.66 5.55 0.028
H -1.38 3.33 3.01 -0.008
H 0.28 -1.73 4.13 0.005
H -0.45 -0.40 6.10 0.016
C -2.21 1.59 -0.71 0.067
C -1.02 2.16 -1.35 -0.035
C -1.16 3.23 -2.31 0.003
C -0.05 3.77 -2.87 0.001
C 1.22 3.20 -2.59 0.000
C 2.43 3.64 -3.16 -0.003
C 3.62 3.15 -2.75 0.001
C 3.68 2.15 -1.78 -0.002
C 2.56 1.64 -1.16 0.019
S 2.61 0.46 0.15 -0.020
C 1.31 2.17 -1.62 -0.016
N 0.18 1.71 -1.01 -0.010
H -3.08 1.70 -1.30 0.003
H -2.37 2.04 0.28 0.000
H -2.05 0.55 -0.53 -0.037
H -2.19 3.56 -2.55 0.000
H -0.05 4.63 -3.56 0.000
H 2.43 4.40 -3.92 0.000
H 4.49 3.47 -3.22 0.000
H 4.65 1.85 -1.41 0.000
```

3.
A cluster of 2 separate species, C3H10N2O in total, computed with the ωB97M-V functional and the def2-TZVPD basis.

**ΔE to the lowest compared entry with this formula, charge and spin**: 5.183 eV
**Lowest unoccupied orbital energy**: 0.005 Ha
**Molar mass**: 90.1 g/mol
**HOMO energy**: -6.47 eV

```
16
Properties=species:S:1:pos:R:3:lowdin_charge:R:1
C 0.06 -0.20 1.92 -0.261
C -0.04 -0.21 0.45 -0.324
N 0.04 -1.27 -0.27 0.077
N 1.45 -0.42 2.48 0.089
H -0.79 -0.32 2.57 0.020
H 0.07 0.73 -0.10 0.078
H -0.06 -0.34 -2.05 -0.007
H -0.20 -2.05 0.34 0.053
H 1.93 -1.24 2.10 0.133
H 1.53 -0.39 3.49 0.141
H 1.83 0.41 2.03 0.128
C -1.22 1.11 -2.58 -0.177
O -0.17 0.18 -2.86 -0.156
H -1.84 1.23 -3.46 0.069
H -1.83 0.71 -1.77 0.067
H -0.78 2.07 -2.29 0.070
```

4.
A structure of composition C44H41BN2O6P2PdS2, computed with the ωB97M-V functional and the def2-TZVPD basis.

**ΔE to the lowest compared entry with this formula, charge and spin**: 2.087 eV
**Lowest unoccupied orbital energy**: 0.140 Ha
**Net charge**: -2
**Molar mass**: 937.1 g/mol
**HOMO energy**: -0.49 eV

```
99
Properties=species:S:1:pos:R:3:lowdin_charge:R:1
Pd -1.61 1.80 1.32 0.333
O -2.93 0.50 2.84 -0.137
C -4.19 0.39 2.92 -0.385
C -4.79 -0.03 4.16 -0.032
C -6.14 -0.22 4.30 -0.147
C -7.02 0.02 3.24 -0.167
C -6.49 0.47 2.04 -0.094
C -5.12 0.65 1.85 -0.103
C -4.63 1.18 0.58 -0.343
N -3.56 0.83 -0.09 0.051
C -3.53 1.59 -1.24 -0.174
C -4.61 2.42 -1.27 -0.145
N -5.32 2.14 -0.12 0.080
H -4.11 -0.20 4.99 0.097
H -6.54 -0.57 5.25 0.080
H -8.08 -0.13 3.35 0.067
H -7.16 0.66 1.20 0.093
H -2.76 1.45 -1.97 0.094
H -4.92 3.17 -1.97 0.091
H -6.04 2.71 0.27 0.142
C 3.84 3.72 -5.03 -0.057
C 3.04 2.43 -4.79 -0.559
C 4.02 1.34 -4.36 -0.073
C 2.40 1.99 -6.12 -0.062
C 1.97 2.71 -3.73 -0.192
C 0.91 3.56 -4.03 -0.062
C -0.06 3.92 -3.10 0.015
C 0.09 3.44 -1.81 -0.207
O -0.63 3.74 -0.71 0.120
B 0.06 3.09 0.37 -0.950
O 1.18 2.37 -0.15 0.132
C 1.17 2.61 -1.49 -0.185
C 2.10 2.22 -2.43 0.060
H 4.64 3.55 -5.76 0.075
H 4.30 4.05 -4.10 0.087
H 3.20 4.52 -5.40 0.075
H 4.72 1.13 -5.17 0.079
H 3.50 0.41 -4.11 0.078
H 4.60 1.65 -3.49 0.082
H 3.17 1.77 -6.86 0.074
H 1.76 2.78 -6.53 0.066
H 1.79 1.10 -5.97 0.089
H 0.82 3.98 -5.03 0.094
H -0.89 4.57 -3.34 0.114
H 2.90 1.54 -2.14 0.103
O -1.36 3.24 3.63 -0.379
S -1.30 4.10 2.46 0.168
O 0.08 3.57 1.67 -0.107
O -0.95 5.48 2.74 -0.414
S -2.89 4.02 1.32 0.386
C 1.20 -0.76 0.68 -0.508
P -0.44 -0.21 1.40 0.994
C 0.21 0.20 3.08 -0.341
C 1.30 1.07 3.15 -0.105
C 1.79 1.49 4.38 -0.094
C 1.19 1.06 5.55 -0.115
C 0.10 0.20 5.49 -0.090
C -0.38 -0.23 4.26 -0.096
C -1.31 -1.79 1.71 -0.362
C -0.75 -2.77 2.53 -0.117
C -1.43 -3.95 2.78 -0.102
C -2.67 -4.17 2.20 -0.111
C -3.22 -3.21 1.36 -0.081
C -2.54 -2.02 1.11 -0.083
P 1.05 -1.80 -0.86 1.034
C 1.10 -3.53 -0.24 -0.382
C 2.17 -4.06 0.48 -0.092
C 2.25 -5.42 0.73 -0.098
C 1.29 -6.29 0.22 -0.104
C 0.24 -5.77 -0.53 -0.099
C 0.16 -4.41 -0.77 -0.114
C 2.78 -1.72 -1.47 -0.388
C 3.02 -2.35 -2.70 -0.121
C 4.29 -2.43 -3.23 -0.109
C 5.37 -1.88 -2.54 -0.109
C 5.15 -1.26 -1.32 -0.098
C 3.87 -1.18 -0.79 -0.099
H 1.82 -1.25 1.44 0.050
H 1.68 0.17 0.35 0.017
H 1.76 1.44 2.24 0.095
H 2.63 2.17 4.41 0.096
H 1.56 1.40 6.51 0.086
H -0.39 -0.11 6.40 0.092
H -1.24 -0.88 4.22 0.092
H 0.21 -2.60 3.01 0.105
H -0.98 -4.71 3.41 0.092
H -3.21 -5.09 2.41 0.088
H -4.20 -3.37 0.91 0.097
H -2.97 -1.24 0.49 0.074
H 2.94 -3.40 0.87 0.102
H 3.08 -5.81 1.30 0.095
H 1.36 -7.35 0.42 0.091
H -0.51 -6.44 -0.93 0.096
H -0.66 -4.01 -1.35 0.095
H 2.18 -2.77 -3.23 0.097
H 4.46 -2.92 -4.18 0.095
H 6.37 -1.94 -2.95 0.091
H 5.98 -0.82 -0.78 0.098
H 3.72 -0.67 0.16 0.097
```

5.
An isolated molecule of C4H8, computed with the ωB97M-V functional and the def2-TZVPD basis.

**ΔE to the lowest compared entry with this formula, charge and spin**: 0.815 eV
**Lowest unoccupied orbital energy**: 0.042 Ha
**Molar mass**: 56.1 g/mol
**HOMO energy**: -9.18 eV

```
12
Properties=species:S:1:pos:R:3:lowdin_charge:R:1
C -0.97 -0.56 0.87 -0.111
C 0.10 -0.10 -0.01 -0.451
C 1.33 -0.64 -0.26 0.029
C -0.29 1.15 -0.69 -0.101
H -1.36 0.27 1.53 0.094
H -0.63 -1.19 1.73 0.087
H -1.79 -1.15 0.48 0.079
H 2.03 -0.15 -1.00 0.070
H 1.73 -1.58 0.27 0.082
H 0.62 1.78 -0.70 0.088
H -0.95 1.78 -0.08 0.076
H -0.69 1.15 -1.65 0.058
```

6.
A structure of composition C2H4NO2, computed with the ωB97M-V functional and the def2-TZVPD basis.

**ΔE to the lowest compared entry with this formula, charge and spin**: 6.795 eV
**Lowest unoccupied orbital energy (alpha / beta)**: -0.311 / -0.311 Ha
**Net charge**: +1
**Molar mass**: 74.1 g/mol
**HOMO energy (alpha / beta)**: -17.66 / -17.66 eV

```
9
Properties=species:S:1:pos:R:3:lowdin_charge:R:1
C 0.35 -0.80 -0.05 0.017
C 0.28 0.66 0.43 0.000
N 1.48 -0.82 0.78 -0.035
O 2.42 -1.86 1.35 0.152
O 1.47 0.39 1.19 0.181
H -0.44 -1.50 0.25 0.181
H 0.55 -0.98 -1.11 0.181
H 0.43 1.46 -0.29 0.160
H -0.56 0.92 1.10 0.163
```

7.
A structure of composition C6H53O22Y, computed with the ωB97M-V functional and the def2-TZVPD basis.

**Lowest unoccupied orbital energy**: 0.010 Ha
**Molar mass**: 566.4 g/mol
**HOMO energy**: -9.13 eV

```
82
Properties=species:S:1:pos:R:3:lowdin_charge:R:1
Y 10.82 8.50 11.27 1.625
C 6.31 9.06 10.58 -0.058
C 7.79 9.05 10.09 -0.406
O 8.59 8.36 10.96 -0.412
H 6.18 9.55 11.53 0.064
H 6.11 8.02 10.68 0.056
H 5.80 9.62 9.82 0.071
H 8.09 10.15 9.91 0.120
H 7.76 8.59 9.06 0.094
C 10.76 4.92 13.15 -0.074
C 11.49 6.13 13.75 -0.387
O 11.02 7.28 13.17 -0.398
H 10.94 3.97 13.50 0.044
H 10.84 4.90 12.07 0.049
H 9.65 5.04 13.28 0.074
H 12.56 5.87 13.48 0.112
H 11.43 6.13 14.81 0.095
C 14.83 8.81 9.09 -0.050
C 13.32 9.08 9.48 -0.379
O 12.82 8.09 10.34 -0.418
H 15.37 9.03 9.98 0.044
H 15.20 9.49 8.32 0.066
H 15.04 7.75 8.93 0.061
H 12.83 9.05 8.56 0.065
H 13.31 9.99 10.05 0.072
O 10.70 10.36 9.79 -0.117
H 10.59 10.42 8.84 0.022
H 10.78 11.24 10.21 0.056
O 9.71 7.79 7.86 -0.079
H 8.97 7.21 8.18 0.039
H 10.47 7.27 7.53 0.057
O 7.64 5.86 11.60 -0.061
H 7.92 6.76 11.30 0.003
H 8.07 5.90 12.46 0.015
O 9.22 9.91 12.91 -0.154
H 9.43 9.58 13.85 0.049
H 8.72 9.26 12.31 0.003
O 7.14 4.01 9.60 -0.046
H 7.21 4.67 10.29 -0.013
H 6.36 3.58 9.94 0.054
O 9.27 12.57 12.46 -0.054
H 9.18 11.58 12.36 0.028
H 8.76 12.78 13.21 0.029
O 9.96 8.73 15.22 -0.047
H 10.35 8.20 14.48 -0.004
H 9.21 8.21 15.44 0.016
O 7.31 6.03 7.94 -0.050
H 6.97 6.04 7.03 0.037
H 6.94 5.27 8.36 -0.022
O 9.93 10.30 7.18 -0.078
H 9.87 9.32 7.13 0.016
H 8.99 10.54 7.35 0.078
O 12.32 10.32 12.16 -0.149
H 12.17 11.15 12.71 0.049
H 13.10 10.04 12.74 0.084
O 12.80 5.95 8.62 -0.044
H 13.00 6.59 9.36 0.028
H 13.27 5.16 8.77 0.049
O 11.86 12.83 13.27 -0.059
H 12.02 13.17 14.14 0.047
H 10.93 12.98 12.96 0.024
O 11.91 12.74 10.00 0.006
H 12.37 13.20 10.68 0.046
H 12.47 12.08 9.71 -0.007
O 14.45 8.51 12.75 -0.095
H 14.34 7.80 13.44 0.062
H 14.02 8.12 11.94 0.026
O 7.03 7.85 5.54 -0.040
H 7.94 7.94 5.82 0.014
H 7.01 7.80 4.58 0.044
O 10.64 6.40 10.18 -0.109
H 9.86 5.84 10.37 0.077
H 11.20 6.08 9.48 0.025
O 13.02 10.73 6.34 -0.059
H 13.34 11.34 5.63 0.065
H 12.10 10.97 6.36 -0.003
O 12.40 7.28 6.02 -0.076
H 12.96 6.86 6.72 0.023
H 12.90 8.00 5.61 0.032
O 7.41 7.36 14.40 -0.047
H 8.10 7.83 13.92 -0.007
H 6.60 7.94 14.43 0.087
```

8.
An isolated molecule of C2H4NPS, computed with the ωB97M-V functional and the def2-TZVPD basis.

**ΔE to the lowest compared entry with this formula, charge and spin**: 0.924 eV
**Lowest unoccupied orbital energy**: -0.015 Ha
**Molar mass**: 105.1 g/mol
**HOMO energy**: -8.69 eV

```
9
Properties=species:S:1:pos:R:3:lowdin_charge:R:1
C -0.61 -0.55 0.06 -0.501
C 0.82 -0.22 -0.30 -0.478
N -1.51 0.51 0.09 -0.363
P -0.80 2.04 0.43 0.564
S 1.13 1.50 0.32 0.447
H -1.23 -1.29 -0.54 0.130
H -0.47 -1.02 0.95 0.066
H 1.46 -0.85 0.34 0.067
H 1.20 -0.11 -1.35 0.069
```